Here is a molecular structure, C35H32AsBrN4O2P2PtSSe2 from the OMol25 dataset. Energies are from wB97M-V/def2-TZVPD.

Last column: Löwdin charge in e.
CARTESIAN COORDINATES (ANGSTROEM)
Pt  0.28862  -0.20846  0.00296  0.656
Br  -6.11048  -3.78206  2.27112  0.742
Se  -3.38764  0.53503  6.29225  0.290
Se  2.66725  0.02835  1.25258  0.399
As  -0.76626  0.17719  -3.31429  0.798
S  1.02821  0.32376  -2.11096  0.158
P  1.80031  -0.53634  3.12777  0.670
P  -1.36633  0.22176  5.81563  0.501
O  -1.65709  -0.58171  -1.19309  -0.367
O  -3.73575  -1.11116  -1.77869  0.029
N  -1.82150  0.23645  2.00303  -0.022
N  -2.14748  0.25519  3.25957  0.003
N  -2.03301  -3.59426  1.86211  0.082
N  -0.51164  0.01368  1.90213  -0.260
C  0.34642  3.10054  8.11837  -0.073
C  -1.45471  -2.45483  6.32892  -0.110
C  -0.35487  1.63330  6.34008  -0.358
C  -0.78073  -1.27674  6.66069  -0.375
C  2.60524  0.34652  4.49192  -0.332
C  -4.38364  -3.31668  1.65781  -0.661
C  -1.14742  -3.63840  6.97910  -0.078
C  -1.88581  -2.74269  0.84851  -0.124
C  3.04955  0.65749  6.83779  -0.066
C  -1.47244  -1.58370  -3.63448  -0.210
C  0.86016  3.65164  5.83437  -0.077
C  -2.94007  -2.12588  0.18953  -0.116
C  2.79066  -4.44855  2.57590  -0.070
C  2.25501  -5.08299  3.68628  -0.067
C  -0.17019  -3.65404  7.96929  -0.084
C  0.03053  -0.15133  3.13851  -0.393
C  -2.10676  1.54135  -3.14554  -0.206
C  0.49942  -2.48699  8.30286  -0.065
C  0.19358  -1.29507  7.65212  -0.116
C  2.44422  -0.05376  5.81559  -0.083
C  -1.03912  0.02034  4.02662  -0.387
C  1.98036  -2.32702  3.38834  -0.319
C  -0.31227  1.95544  7.69699  -0.112
C  0.93325  3.94933  7.18664  -0.083
C  -0.01922  0.57272  -5.06409  -0.287
C  3.39082  1.46068  4.20334  -0.111
C  -3.26908  -3.87609  2.26278  -0.193
C  -4.22727  -2.44032  0.60465  -0.043
C  1.42514  -2.97303  4.49226  -0.067
C  0.21863  2.49492  5.40939  -0.079
C  1.57461  -4.34270  4.64375  -0.057
C  3.81800  1.77606  6.54996  -0.068
C  3.99375  2.17230  5.23137  -0.072
C  2.65840  -3.07601  2.42727  -0.113
C  -2.78004  -1.22007  -1.01641  -0.585
H  1.85458  -0.92409  6.06148  0.068
H  -1.19853  -1.89108  -4.63906  0.039
H  -3.37869  -4.57883  3.08212  0.100
H  3.31161  -5.02203  1.81812  0.108
H  0.06485  -4.57856  8.48562  0.107
H  -0.82088  1.32388  8.41485  0.106
H  -0.80822  0.49362  -5.81119  0.041
H  0.16026  2.27025  4.35232  0.103
H  -1.86256  2.36795  -3.80804  0.039
H  0.76641  -0.14608  -5.28877  0.033
H  0.84819  -2.42765  5.22603  0.068
H  -5.07025  -1.99100  0.09699  0.121
H  -2.55275  -1.53656  -3.51741  0.033
H  -2.22336  -2.42799  5.56479  0.104
H  2.35516  -6.15543  3.80079  0.107
H  -3.05862  1.08638  -3.41257  0.048
H  1.14677  -4.82894  5.51155  0.099
H  3.07929  -2.58262  1.56240  0.039
H  0.38295  3.34323  9.17354  0.105
H  -2.15596  1.85959  -2.11189  0.043
H  1.42668  4.85728  7.51647  0.105
H  4.60489  3.03540  4.99577  0.110
H  -1.06555  -2.27508  -2.90279  0.050
H  -1.67449  -4.54886  6.71907  0.111
H  -0.86917  -2.57304  0.54091  0.076
H  2.91674  0.33890  7.86577  0.110
H  3.52845  1.77207  3.17646  0.050
H  4.27757  2.34017  7.35272  0.111
H  0.40334  1.57468  -5.08349  0.032
H  0.72220  -0.38845  7.91579  0.078
H  1.29775  4.32239  5.10355  0.110
H  1.25902  -2.49873  9.07647  0.108

Values from the calculation:
Calculated total energy   -12535.31344 Eh
LUMO level (alpha / beta)   0.2 / -2.2 eV
Relative energy (zero: lowest compared OMol25 entry of this formula, charge and spin)   0.501 eV
2S+1   3
Expectation value of S²   2.01